{"formula": "C26H51MnN4O5SSbSi3", "method": "ωB97M-V/def2-TZVPD", "spin_multiplicity": 6, "gap_ev": [7.5, 7.8], "total_energy_ha": -4274.6499, "s_squared": 8.75, "de_lowest_kj_mol": 0.0, "symbols": ["Sb", "Mn", "S", "Si", "Si", "Si", "O", "O", "O", "O", "O", "N", "N", "N", "N", "C", "C", "C", "C", "C", "C", "C", "C", "C", "C", "C", "C", "C", "C", "C", "C", "C", "C", "C", "C", "C", "C", "C", "C", "C", "C", "H", "H", "H", "H", "H", "H", "H", "H", "H", "H", "H", "H", "H", "H", "H", "H", "H", "H", "H", "H", "H", "H", "H", "H", "H", "H", "H", "H", "H", "H", "H", "H", "H", "H", "H", "H", "H", "H", "H", "H", "H", "H", "H", "H", "H", "H", "H", "H", "H", "H", "H"], "coordinates": [[-0.722064, 0.856224, 1.917078], [0.798584, 0.335615, -0.349290], [4.405357, -3.042883, -5.043303], [0.523382, 2.607878, 3.326261], [-3.099006, 1.801188, 2.075888], [-0.948327, -1.004158, 3.679453], [3.974859, -1.189619, 1.779408], [-0.069374, -2.146923, 0.533999], [4.563682, 1.494558, 0.910879], [1.866514, -0.649019, 1.260135], [2.689881, 1.263007, -0.304950], [0.582048, 2.699192, -0.924691], [1.020458, -4.967485, -7.438197], [-1.192264, -0.401157, -1.597594], [1.715911, -1.010968, -1.968168], [1.027087, 4.062547, 2.259113], [-2.390447, -2.040285, 3.062122], [3.556573, 0.901166, 0.592802], [-0.079712, -3.530163, 0.214500], [-4.186461, 0.770189, 0.932987], [2.530809, -4.993187, -5.575775], [3.160921, -0.437540, 1.292555], [1.493719, -5.529734, -6.326190], [0.602206, -2.014632, 3.910339], [-0.965366, 2.600757, -2.806692], [3.104978, -3.805309, -6.002949], [-0.294831, 3.507805, -1.786479], [2.035198, 1.802401, 4.046088], [-1.418800, -0.294346, 5.348875], [-0.587713, 3.274374, 4.677627], [2.668706, -1.864805, -1.595390], [-3.972655, 1.841033, 3.730145], [1.616709, -0.716053, -3.265335], [-2.114458, 1.785694, -2.193227], [2.421676, -1.280552, -4.235564], [-2.071215, 0.304033, -2.551463], [2.644121, -3.222513, -7.172610], [3.378000, -2.210886, -3.846902], [3.513694, -2.491794, -2.497532], [-3.043143, 3.559934, 1.417118], [1.600428, -3.841119, -7.848829], [0.257488, 4.309978, -2.280593], [0.059177, -4.146161, 1.105999], [0.698008, -3.786854, -0.512351], [-3.502532, 2.531651, 4.434786], [1.020760, -6.456358, -6.019307], [-0.190928, 1.924215, -3.185356], [-1.090896, 2.478166, 5.227382], [-0.907406, -1.304804, -1.958946], [-2.285650, 4.155337, 1.935481], [1.774395, 0.935478, 4.660590], [-2.180740, 0.481259, 5.274031], [-2.273071, -3.089599, 3.348267], [-5.001539, 2.173856, 3.556689], [0.851436, 0.002451, -3.538600], [-2.052328, 1.847886, -1.102130], [-3.329499, -1.677239, 3.492918], [-1.322409, 3.178751, -3.661211], [1.922975, 3.827339, 1.674714], [-1.351779, 3.938757, 4.261433], [-0.548004, 0.128069, 5.858592], [-3.640988, 0.400212, 0.059859], [0.765192, -1.919039, 1.009402], [-4.015399, 0.853386, 4.195308], [1.388015, -1.751242, 3.196730], [-1.705609, -0.598227, -0.743652], [-3.074785, 2.215604, -2.483130], [2.757239, -2.058339, -0.531959], [-1.816886, -1.100395, 5.975568], [0.011712, 3.852906, 5.388883], [0.998094, -1.846151, 4.915768], [2.713732, 1.461418, 3.260103], [-2.470840, -1.994676, 1.973130], [0.788886, 3.180853, -0.058132], [0.387051, -3.082425, 3.806975], [2.882885, -5.484936, -4.678293], [-3.077728, -0.121321, -2.554636], [1.264023, 4.915747, 2.902027], [-1.050681, -3.769565, -0.219797], [-5.031852, 1.363226, 0.568613], [3.091233, -2.313189, -7.553443], [2.581260, 2.516618, 4.670622], [-4.587282, -0.098135, 1.464363], [2.301642, -1.001466, -5.274411], [4.264992, -3.186520, -2.146254], [1.208993, -3.405535, -8.761969], [-1.056231, 3.980565, -1.162392], [-1.667768, 0.173503, -3.557977], [0.226361, 4.377590, 1.582799], [1.496236, 2.582310, -1.357364], [-4.011945, 4.050560, 1.554983], [-2.806676, 3.572021, 0.349646]], "forces_ev_per_a": [[-0.450, 0.253, 0.948], [0.426, 0.029, -0.266], [0.040, 0.039, 0.010], [-0.079, -0.004, -0.044], [-0.050, 0.047, -0.230], [-0.144, 0.028, -0.087], [0.082, -0.049, 0.024], [-0.033, -0.319, 0.008], [0.069, 0.037, 0.025], [0.173, -0.099, -0.224], [0.111, 0.036, 0.059], [-0.053, -0.028, -0.359], [0.099, 0.038, 0.025], [0.063, 0.077, -0.095], [0.200, 0.083, -0.012], [0.076, 0.030, -0.133], [-0.130, -0.004, -0.083], [-0.234, 0.013, -0.148], [0.002, 0.141, 0.031], [-0.008, -0.100, -0.067], [-0.052, -0.024, -0.016], [-0.310, 0.068, 0.002], [0.001, 0.058, -0.062], [0.263, -0.025, -0.103], [-0.007, -0.053, 0.100], [0.023, 0.085, 0.077], [-0.009, -0.076, 0.109], [0.093, -0.153, 0.037], [0.011, 0.078, 0.101], [-0.108, 0.020, 0.067], [0.065, -0.077, 0.076], [0.085, -0.048, 0.167], [-0.030, -0.088, -0.082], [0.084, -0.031, -0.066], [-0.056, 0.028, -0.044], [0.031, 0.040, 0.135], [0.015, -0.020, -0.075], [-0.067, -0.078, -0.059], [0.086, -0.005, 0.041], [0.071, 0.072, -0.012], [-0.043, -0.083, 0.044], [0.039, 0.027, -0.029], [0.000, -0.023, 0.010], [0.008, -0.007, -0.004], [-0.045, -0.051, -0.032], [0.002, 0.024, 0.000], [-0.038, 0.023, -0.063], [0.027, 0.048, 0.019], [0.006, -0.030, 0.040], [-0.066, -0.004, -0.034], [0.045, 0.054, -0.017], [0.007, -0.047, 0.050], [-0.015, 0.049, 0.019], [0.045, 0.009, 0.021], [0.014, -0.011, 0.006], [-0.050, 0.042, -0.001], [0.035, -0.027, -0.057], [0.004, 0.000, 0.005], [-0.057, 0.019, 0.009], [0.039, -0.044, 0.049], [-0.059, -0.014, -0.023], [-0.064, 0.050, 0.032], [-0.094, 0.077, -0.106], [-0.045, 0.059, -0.036], [-0.065, -0.055, 0.096], [0.034, -0.034, 0.048], [-0.006, 0.010, 0.001], [-0.002, -0.012, -0.065], [0.054, 0.038, -0.007], [-0.043, -0.006, -0.049], [-0.014, -0.041, -0.038], [-0.008, 0.020, 0.053], [0.017, -0.067, 0.066], [-0.007, -0.026, 0.039], [-0.002, 0.051, 0.013], [-0.029, 0.008, -0.017], [-0.026, -0.042, 0.018], [0.026, -0.029, -0.030], [-0.006, 0.002, 0.001], [0.024, -0.039, 0.050], [-0.034, -0.013, 0.024], [-0.028, -0.038, -0.014], [0.033, 0.032, -0.045], [-0.012, -0.030, 0.041], [-0.054, -0.006, 0.002], [0.011, -0.015, 0.013], [-0.001, 0.042, 0.004], [-0.010, -0.026, -0.009], [0.023, 0.036, 0.055], [0.052, 0.087, 0.052], [0.039, -0.021, -0.025], [-0.007, 0.016, 0.048]], "mulliken_charge": [-1.53, 2.89, -0.11, 0.64, 1.10, 1.13, -0.68, 0.26, -0.70, 0.06, -0.89, -0.32, -0.57, -0.26, 0.40, -1.37, -1.13, 0.20, -0.85, -1.04, -0.19, 0.54, -0.39, -0.96, -0.46, 0.14, -0.86, -1.01, -1.32, -1.04, -0.52, -1.21, -0.38, 0.84, -0.98, -1.37, -0.04, 0.51, -1.34, -0.98, -0.40, 0.54, 0.28, 0.19, 0.30, 0.36, -0.12, 0.25, 0.27, 0.17, 0.19, 0.23, 0.49, 0.43, 0.13, -0.83, 0.32, 0.50, 0.35, 0.25, 0.32, 0.08, -0.10, 0.27, -0.01, -0.15, 0.54, 0.65, 0.41, 0.45, 0.41, 0.26, 0.16, -0.41, 0.41, 0.40, 0.46, 0.48, 0.29, 0.43, 0.45, 0.43, 0.36, 0.43, 0.51, 0.35, 0.17, 0.47, 0.33, 0.38, 0.46, 0.18]}

{"formula": "C25H30ClIrN2OS3", "method": "ωB97M-V/def2-TZVPD", "spin_multiplicity": 6, "gap_ev": [7.4, 6.3], "total_charge": 1, "total_energy_ha": -2914.0468, "s_squared": 8.85, "de_lowest_kj_mol": 153.3, "symbols": ["Ir", "Cl", "S", "S", "S", "O", "N", "N", "C", "C", "C", "C", "C", "C", "C", "C", "C", "C", "C", "C", "C", "C", "C", "C", "C", "C", "C", "C", "C", "C", "C", "C", "C", "H", "H", "H", "H", "H", "H", "H", "H", "H", "H", "H", "H", "H", "H", "H", "H", "H", "H", "H", "H", "H", "H", "H", "H", "H", "H", "H", "H", "H", "H"], "coordinates": [[-0.586622, 0.536461, -0.357088], [-2.900913, 5.099916, -0.570375], [-0.396866, -0.324210, -2.594317], [-2.294328, 2.228178, -1.022728], [0.957277, 0.596089, 2.110125], [-0.086595, 1.599810, 1.728221], [0.024486, -1.930600, 0.130007], [-2.533974, -0.555075, 0.464450], [-2.408186, -0.303681, 1.907351], [-4.986483, -0.509144, 0.367245], [-6.182193, 0.111053, 0.063462], [-4.980109, 1.925515, -0.915084], [-3.764200, 0.073141, 0.038978], [2.012913, 0.526531, 0.657498], [4.240843, -0.034297, -0.176263], [-2.450359, 3.570842, 0.220235], [-3.775786, 1.312421, -0.594738], [-1.188453, -2.497874, -0.466861], [3.477381, -2.275975, -1.272507], [3.027456, 1.819724, -1.105125], [1.015270, -1.198204, -2.023543], [2.520024, -1.893373, -0.183039], [-2.499790, -2.003621, 0.182723], [5.446378, 1.492907, -1.707456], [1.988239, 1.600843, -0.204172], [2.104937, 1.529742, 3.201095], [-6.183076, 1.335025, -0.583525], [0.291918, -2.569981, 1.410261], [1.131289, -1.700216, -0.720201], [3.044881, -0.546181, 0.561194], [4.210294, 1.049119, -0.993039], [3.250962, -1.965152, -2.568623], [2.069061, -1.305438, -2.938096], [2.999229, 2.663131, -1.774774], [-7.111566, -0.354829, 0.350216], [-1.459323, -0.688661, 2.267895], [-1.167417, -3.592563, -0.384289], [2.540798, -2.688136, 0.560890], [-3.221672, -0.782668, 2.460295], [5.163737, -0.574704, -0.046961], [5.612830, 2.558279, -1.556246], [-7.111652, 1.825219, -0.826259], [2.907899, 0.867303, 3.502461], [1.028471, -2.013259, 1.984509], [3.976487, -2.222105, -3.323951], [-2.684346, -2.559512, 1.108736], [-1.218002, -2.243919, -1.524459], [-4.952274, 2.872941, -1.428884], [1.938619, -0.908785, -3.931667], [4.368306, -2.807719, -0.979311], [6.312346, 0.946175, -1.343721], [5.346490, 1.314949, -2.775703], [3.344237, -0.853978, 1.571625], [1.228940, 2.368199, -0.078418], [-3.294622, -2.252656, -0.524106], [-1.490270, 3.703626, 0.715197], [-5.001997, -1.463932, 0.871648], [2.500439, 2.396262, 2.683399], [1.530742, 1.829129, 4.072125], [-0.625638, -2.592632, 1.992609], [0.622001, -3.609263, 1.289969], [-2.442798, 0.765806, 2.101069], [-3.235670, 3.304010, 0.920042]], "forces_ev_per_a": [[-1.176, -0.221, -1.492], [0.011, -0.040, 0.121], [0.143, 0.666, 1.407], [0.060, -0.035, 0.606], [1.813, 0.402, 0.267], [-0.872, 0.554, -0.255], [-0.058, 0.226, 0.038], [0.100, 0.244, -0.119], [-0.061, 0.060, 0.481], [0.144, -0.073, -0.070], [-0.014, 0.015, 0.038], [-0.071, -0.032, -0.062], [-0.297, 0.249, -0.153], [-0.103, 0.238, 0.381], [-0.068, 0.470, 0.201], [0.107, -0.011, -0.372], [0.263, 0.066, -0.143], [-0.407, 0.009, -0.198], [-0.196, -0.291, -0.269], [0.230, -0.208, -0.179], [-0.387, -0.106, -0.214], [-0.053, -0.113, 0.020], [0.410, -0.455, -0.245], [-0.020, -0.026, -0.083], [-0.569, 0.059, 0.592], [-0.492, -0.399, -0.263], [0.006, 0.036, 0.024], [0.170, -0.173, 0.193], [0.334, -0.336, -0.531], [0.057, -0.147, -0.021], [0.216, -0.106, 0.248], [0.346, -0.254, 0.261], [0.022, 0.002, 0.095], [-0.061, 0.119, -0.103], [-0.102, -0.077, -0.025], [0.022, -0.019, 0.054], [0.043, 0.052, 0.021], [-0.025, 0.037, 0.042], [-0.024, -0.068, -0.008], [0.157, -0.116, -0.034], [0.062, 0.039, -0.040], [-0.104, 0.059, -0.043], [0.146, -0.154, 0.046], [-0.023, -0.176, -0.016], [0.135, -0.007, -0.079], [-0.108, 0.074, -0.068], [0.051, -0.162, 0.226], [-0.064, 0.146, -0.083], [-0.052, 0.005, -0.107], [0.151, -0.044, 0.027], [0.089, 0.011, -0.054], [0.059, 0.018, -0.168], [0.027, -0.033, -0.052], [0.073, 0.041, 0.060], [0.061, -0.006, 0.144], [-0.110, -0.038, -0.023], [0.009, -0.087, 0.081], [-0.086, 0.067, -0.206], [-0.083, -0.010, 0.107], [-0.018, 0.019, 0.018], [0.037, 0.068, -0.054], [0.048, -0.015, -0.039], [0.100, -0.012, 0.070]], "mulliken_charge": [1.68, -0.15, -0.44, -0.16, 0.82, -0.67, 0.88, 0.75, -0.98, -0.22, -0.97, -0.41, -0.34, -0.69, -1.75, -0.37, 0.38, -1.70, -1.02, -1.32, 1.05, 0.21, -0.63, -1.58, 0.38, -1.17, -0.72, -1.47, -1.04, 0.17, 1.34, -0.71, -1.11, 0.52, 0.42, 0.22, 0.38, 0.70, 0.45, 0.36, 0.39, 0.42, 0.38, 0.48, 0.46, 0.49, 0.48, 0.48, 0.52, 0.49, 0.40, 0.32, 0.63, 0.62, 0.60, 0.28, 0.43, 0.34, 0.47, 0.40, 0.30, 0.16, 0.38]}

{"formula": "C4H8O", "method": "ωB97M-V/def2-TZVPD", "gap_ev": 9.0, "total_energy_ha": -232.3026, "de_lowest_kj_mol": 375.6, "symbols": ["O", "C", "C", "C", "C", "H", "H", "H", "H", "H", "H", "H", "H"], "coordinates": [[-0.072333, 1.815472, -0.804561], [-0.313555, 1.804827, 0.581179], [-0.661200, 0.385140, 0.361485], [0.278055, -1.828960, -0.498194], [0.432166, -0.470975, 0.146061], [1.196050, -2.117356, -1.020297], [-0.529038, -1.819733, -1.239328], [0.564967, 1.973306, 1.220734], [-1.663896, 0.159405, 0.004140], [0.054986, -2.616052, 0.232768], [1.268869, -0.340361, 0.839114], [0.580556, 0.590288, -0.694596], [-1.135628, 2.464998, 0.871495]], "forces_ev_per_a": [[0.297, 0.096, -0.310], [-0.138, -0.084, 0.266], [0.178, -0.272, 0.006], [-0.011, -0.061, -0.065], [-0.198, -0.179, 0.352], [-0.131, 0.029, 0.078], [0.111, -0.001, 0.118], [-0.118, -0.025, -0.140], [0.156, 0.054, 0.048], [0.045, 0.139, -0.099], [-0.108, 0.030, -0.147], [-0.178, 0.358, -0.100], [0.095, -0.084, -0.007]], "mulliken_charge": [-0.62, -0.33, -0.10, -1.18, -0.30, 0.32, 0.32, 0.20, 0.30, 0.31, 0.36, 0.45, 0.28]}